Molecular formula: C28H23N2
Method: DFT, wB97M-V/def2-TZVPD

Each line ends with the Mulliken charge.
Cartesian coordinates (Å):
N (-3.8754, -1.2131, 4.9283)  -0.6135
N (-4.7046, -0.7054, 4.3207)  0.4298
C (-5.0818, -0.0027, 3.0197)  3.4046
C (-6.0322, -0.9337, 2.2335)  0.0634
C (-6.3236, -0.6354, 0.8990)  -0.4860
C (-7.1572, -1.4746, 0.1508)  -1.3601
C (-7.6153, -2.6684, 0.7113)  -0.5424
C (-7.2948, -2.9851, 2.0334)  -0.9006
C (-6.5375, -2.0978, 2.8084)  -0.4832
C (-5.7968, 1.3237, 3.3995)  -0.4526
C (-6.4451, 2.0765, 2.4176)  -0.2409
C (-6.7500, 3.4222, 2.6547)  -0.9082
C (-6.5063, 3.9812, 3.9087)  -0.5398
C (-6.0280, 3.1744, 4.9442)  -0.8451
C (-5.6972, 1.8408, 4.6977)  -0.3414
C (-3.7961, 0.2514, 2.2734)  1.2965
C (-3.1490, -1.0815, 1.9926)  -0.9192
C (-3.3938, -1.8039, 0.8813)  0.0258
C (-2.7898, -3.0840, 0.5704)  0.5472
C (-3.2507, -3.8127, -0.5538)  -0.4054
C (-2.6934, -5.0420, -0.8871)  -0.6291
C (-1.6601, -5.5807, -0.1015)  -0.4253
C (-1.1892, -4.8728, 1.0135)  -0.6793
C (-1.7475, -3.6381, 1.3539)  -0.3874
C (-2.9506, 1.2183, 3.1195)  -0.1128
C (-3.1375, 2.5965, 2.9643)  -0.0995
C (-2.5845, 3.4958, 3.8721)  -0.6788
C (-1.7113, 3.0266, 4.8632)  -0.6499
C (-1.3725, 1.6725, 4.8959)  -0.7443
C (-2.0178, 0.7626, 4.0471)  -0.5169
H (-5.8860, 0.2494, 0.4260)  0.4219
H (-7.4256, -1.1877, -0.8672)  0.4156
H (-8.2152, -3.3538, 0.1114)  0.4379
H (-7.6284, -3.9198, 2.4831)  0.4367
H (-6.3250, -2.3404, 3.8562)  0.4193
H (-6.7062, 1.6408, 1.4570)  0.3829
H (-7.1638, 4.0264, 1.8445)  0.4241
H (-6.6791, 5.0450, 4.0784)  0.4226
H (-5.8756, 3.5823, 5.9430)  0.4067
H (-5.3110, 1.2251, 5.5162)  0.3967
H (-4.0513, 0.7431, 1.3272)  0.9863
H (-2.4548, -1.4538, 2.7438)  -0.2031
H (-4.1215, -1.4321, 0.1531)  0.4441
H (-4.0549, -3.3778, -1.1529)  0.3449
H (-3.0607, -5.5828, -1.7615)  0.3789
H (-1.2184, -6.5417, -0.3677)  0.3727
H (-0.3777, -5.2809, 1.6212)  0.3766
H (-1.3725, -3.0914, 2.2204)  0.3746
H (-3.7765, 2.9644, 2.1550)  0.4939
H (-2.8474, 4.5539, 3.8152)  0.4343
H (-1.2792, 3.7250, 5.5821)  0.4231
H (-0.6294, 1.3004, 5.6043)  0.4237
H (-1.7551, -0.2959, 4.1266)  0.1799

Results
- HOMO level (Eh) = -0.410
- orbital gap (eV) = 5.55
- DFT total energy (hartree) = -1189.9705
- net charge = +1
- energy above the lowest of the compared OMol25 structures with the same formula, charge and spin (eV) = 0.115
- SMILES = N#[N+]C(c1ccccc1)(c1ccccc1)[C@H](/C=C/c1ccccc1)c1ccccc1
- LUMO energy (eV) = -5.5962